A 10-piece molecular cluster, C5H29NO11 overall in a non-equilibrium geometry, computed with the ωB97M-V functional and the def2-TZVPD basis.

Last column: natural (NBO) charge in e.
Positions of all 46 atoms, in Å:
C: -0.772 -1.577 -1.230  -0.656
C: -0.145 -0.408 -0.513  -0.083
C: -0.852 -0.484 0.859  -0.081
O: -0.332 0.386 1.882  -0.755
N: -0.417 0.874 -1.123  -0.477
C: 0.350 2.000 -0.562  -0.450
C: -1.049 1.100 -2.375  0.540
O: -0.677 1.967 -3.128  -0.600
H: -0.622 -2.422 -0.589  0.228
H: -0.211 -1.956 -2.071  0.227
H: -1.865 -1.549 -1.381  0.236
H: 0.900 -0.586 -0.262  0.233
H: -1.922 -0.314 0.964  0.189
H: -0.900 -1.494 1.418  0.172
H: 0.451 -0.037 2.180  0.465
H: 1.373 1.713 -0.226  0.206
H: -0.135 2.369 0.390  0.209
H: 0.633 2.620 -1.409  0.240
H: -1.801 0.369 -2.691  0.128
O: 2.883 -0.915 0.852  -1.003
H: 3.155 -0.846 -0.058  0.510
H: 3.395 -0.454 1.441  0.498
O: 1.683 -2.427 2.709  -0.980
H: 2.200 -2.187 1.864  0.502
H: 0.767 -2.145 2.451  0.451
O: 0.601 2.754 3.774  -0.937
H: 0.182 3.170 3.078  0.461
H: -0.052 2.001 3.965  0.478
O: -3.956 1.962 -0.565  -0.935
H: -3.196 2.546 -0.423  0.493
H: -4.376 2.009 0.249  0.473
O: 3.259 0.772 3.006  -0.948
H: 2.667 1.463 2.733  0.486
H: 2.731 0.101 3.348  0.474
O: -3.941 -0.422 -1.712  -0.999
H: -3.707 -0.204 -2.622  0.473
H: -4.184 0.389 -1.182  0.506
O: -3.549 -2.519 0.592  -0.943
H: -3.481 -2.691 -0.349  0.478
H: -3.826 -1.580 0.660  0.469
O: 2.541 -2.414 -2.356  -0.951
H: 2.688 -2.367 -3.303  0.475
H: 3.050 -3.116 -1.990  0.479
O: 3.588 0.248 -1.465  -0.945
H: 2.923 0.469 -2.137  0.485
H: 4.270 -0.249 -1.990  0.481

The calculation puts the max |F| at 4.2 eV/Å. The value obtained for the energy above the lowest of the compared OMol25 structures with the same formula, charge and spin is 109.9 kcal/mol. The molar mass comes out at 279.3 g/mol. For the lowest unoccupied orbital energy, the calculation gives -0.08 eV. As for the SMILES: C[C@H](CO)N(C)C=O.O.O.O.O.O.O.O.O.O. As for the multiplicity: 1.

One molecule with the formula C9H15O4P in a non-equilibrium geometry, computed with the ωB97M-V functional and the def2-TZVPD basis.

Last column: natural (NBO) charge in e.
Positions of all 29 atoms, in Å:
C: -1.155 0.599 0.369  0.811
C: 1.775 1.499 -0.547  -0.428
C: 2.919 0.516 -0.472  -0.434
C: 0.960 1.788 0.813  -0.392
C: 2.522 -0.837 -1.047  -0.530
C: -0.063 0.777 1.280  -0.700
C: 1.114 -1.196 -0.564  0.212
C: -4.386 -0.496 0.304  -0.633
C: -3.017 -1.143 0.040  -0.055
O: -1.395 1.274 -0.626  -0.600
O: 2.204 -0.743 2.020  -1.065
O: 0.595 -2.204 -1.188  -0.625
O: -1.922 -0.469 0.789  -0.553
P: 0.862 -0.804 1.397  1.396
H: 2.008 2.546 -0.667  0.222
H: 1.041 1.410 -1.341  0.226
H: 3.651 0.896 -1.227  0.217
H: 3.421 0.461 0.546  0.262
H: 1.851 1.826 1.432  0.223
H: 0.504 2.791 0.714  0.221
H: 2.310 -0.882 -2.053  0.213
H: 3.256 -1.550 -0.759  0.238
H: -0.448 1.020 2.231  0.268
H: -4.549 0.628 0.019  0.230
H: -4.956 -1.183 -0.360  0.214
H: -4.656 -0.562 1.331  0.211
H: -2.878 -1.174 -1.108  0.191
H: -2.925 -2.102 0.413  0.194
H: 1.357 -2.684 -1.742  0.468

The calculation puts the max |F| at 4.3 eV/Å. The value obtained for the energy above the lowest of the compared OMol25 structures with the same formula, charge and spin is 135.0 kcal/mol. The molar mass comes out at 218.2 g/mol. For the lowest unoccupied orbital energy (alpha / beta), the calculation gives -0.17 / -0.69 eV. As for the multiplicity: 1.

A 10-piece molecular cluster, C56H142N10O18 overall in a non-equilibrium geometry, computed with the ωB97M-V functional and the def2-TZVPD basis.

Last column: Löwdin charge in e.
Positions of all 226 atoms, in Å:
C: 0.575 1.093 -4.445  -0.138
O: 1.329 -0.060 -4.650  -0.184
C: 2.106 -0.517 -3.484  -0.162
C: 3.261 -1.373 -3.924  -0.447
C: 3.854 -2.219 -2.779  -0.040
N: 4.274 -0.636 -4.647  0.051
H: 1.137 1.909 -4.049  0.047
H: -0.332 0.920 -3.812  0.087
H: 0.265 1.419 -5.482  0.110
H: 2.428 0.262 -2.834  0.093
H: 1.364 -1.197 -2.928  0.134
H: 2.826 -2.133 -4.600  0.142
H: 4.855 -2.458 -3.097  0.081
H: 3.258 -3.063 -2.530  0.042
H: 4.001 -1.625 -1.928  0.035
H: 3.904 -0.310 -5.569  0.099
H: 4.523 0.087 -3.953  0.048
C: 0.758 3.851 5.065  -0.115
O: 1.288 3.817 3.765  -0.213
C: 0.406 3.100 2.887  -0.189
C: -0.863 3.875 2.569  -0.406
C: -1.504 3.320 1.262  -0.029
N: -0.631 5.306 2.339  0.058
H: 0.095 4.631 5.248  0.063
H: 1.642 4.098 5.782  0.119
H: 0.505 2.873 5.391  0.073
H: 0.950 2.856 2.048  0.069
H: 0.125 2.092 3.322  0.135
H: -1.660 3.843 3.346  0.131
H: -0.778 3.400 0.435  0.064
H: -2.341 3.999 1.078  0.086
H: -1.943 2.336 1.390  0.060
H: 0.152 5.571 2.920  0.062
H: -0.409 5.520 1.383  0.029
C: 3.403 4.593 1.417  -0.127
O: 2.239 4.621 0.700  -0.189
C: 2.377 5.333 -0.474  -0.223
C: 1.013 5.236 -1.166  -0.170
N: 0.791 3.920 -1.738  -0.026
C: -0.518 3.745 -2.376  -0.216
C: -0.619 4.291 -3.746  -0.246
O: -1.017 5.642 -3.775  -0.187
C: -0.238 6.402 -4.665  -0.127
H: 3.751 5.595 1.673  0.103
H: 4.255 4.135 0.929  0.079
H: 3.183 4.046 2.310  0.061
H: 3.157 4.874 -1.122  0.118
H: 2.610 6.381 -0.292  0.126
H: 0.826 5.973 -1.946  0.112
H: 0.272 5.462 -0.344  0.111
H: 0.820 3.165 -1.089  0.061
H: -1.395 4.055 -1.762  0.125
H: -0.649 2.638 -2.461  0.107
H: -1.383 3.763 -4.257  0.115
H: 0.317 4.167 -4.197  0.097
H: -0.254 5.960 -5.658  0.079
H: 0.801 6.483 -4.292  0.083
H: -0.671 7.471 -4.783  0.116
C: -6.540 3.938 -2.366  -0.058
O: -7.083 2.880 -3.191  -0.245
C: -6.836 2.853 -4.571  -0.251
C: -7.487 1.585 -5.075  -0.193
N: -6.743 0.441 -4.497  -0.052
C: -7.304 -0.894 -4.640  -0.226
C: -6.395 -1.987 -4.209  -0.226
O: -6.100 -1.882 -2.802  -0.259
C: -5.237 -2.923 -2.391  -0.092
H: -7.154 3.887 -1.455  0.089
H: -6.573 4.910 -2.828  0.075
H: -5.436 3.671 -2.220  0.072
H: -5.732 2.796 -4.744  0.126
H: -7.189 3.837 -4.986  0.134
H: -7.353 1.425 -6.137  0.110
H: -8.609 1.645 -4.785  0.144
H: -6.545 0.580 -3.528  0.073
H: -7.574 -1.147 -5.727  0.141
H: -8.316 -1.032 -4.002  0.148
H: -5.447 -1.965 -4.694  0.111
H: -6.848 -2.962 -4.388  0.124
H: -4.338 -2.923 -3.012  0.085
H: -5.757 -3.845 -2.535  0.085
H: -4.896 -2.699 -1.363  0.078
C: 4.527 3.254 -3.563  -0.100
O: 4.997 2.043 -3.021  -0.245
C: 6.371 1.952 -2.566  -0.169
C: 6.370 0.512 -2.000  -0.213
N: 7.711 0.221 -1.477  -0.051
C: 7.835 -1.196 -0.936  -0.170
C: 7.094 -1.458 0.315  -0.197
O: 5.676 -1.577 0.087  -0.187
C: 4.987 -1.551 1.295  -0.132
H: 5.118 3.392 -4.502  0.104
H: 4.476 4.120 -2.897  0.067
H: 3.441 3.097 -3.697  0.079
H: 6.685 2.679 -1.869  0.094
H: 7.151 2.059 -3.392  0.138
H: 6.147 -0.179 -2.785  0.089
H: 5.570 0.436 -1.264  0.103
H: 8.421 0.375 -2.244  0.127
H: 8.840 -1.390 -0.755  0.098
H: 7.464 -1.848 -1.695  0.109
H: 7.281 -0.606 0.984  0.125
H: 7.462 -2.312 0.776  0.104
H: 3.965 -1.894 1.179  0.054
H: 4.917 -0.503 1.687  0.082
H: 5.428 -2.119 2.097  0.090
C: -2.784 0.295 3.492  -0.050
O: -3.903 0.533 2.580  -0.232
C: -4.881 1.346 3.051  -0.268
C: -5.903 1.748 1.991  -0.174
N: -7.241 1.191 2.348  -0.061
C: -8.289 1.631 1.465  -0.228
C: -8.359 0.999 0.097  -0.233
O: -8.402 -0.412 0.237  -0.211
C: -8.336 -1.077 -0.988  -0.128
H: -2.301 1.238 3.703  0.063
H: -2.105 -0.445 3.027  0.071
H: -3.199 -0.204 4.453  0.119
H: -4.369 2.233 3.518  0.130
H: -5.494 0.894 3.840  0.120
H: -5.571 1.565 1.009  0.095
H: -6.002 2.827 2.008  0.109
H: -7.085 0.192 2.310  0.095
H: -8.154 2.763 1.443  0.134
H: -9.300 1.460 1.952  0.130
H: -7.474 1.148 -0.520  0.107
H: -9.296 1.401 -0.385  0.138
H: -8.539 -2.130 -0.749  0.093
H: -7.295 -1.066 -1.481  0.089
H: -9.080 -0.669 -1.698  0.086
C: 2.925 -4.431 -0.343  -0.097
O: 2.747 -4.419 1.045  -0.189
C: 1.970 -5.376 1.682  -0.248
C: 2.764 -6.335 2.475  -0.214
N: 3.269 -5.564 3.582  -0.066
C: 3.987 -6.291 4.600  -0.228
C: 4.740 -5.247 5.419  -0.244
O: 5.848 -4.774 4.659  -0.178
C: 6.625 -3.945 5.481  -0.127
H: 2.175 -3.857 -0.902  0.050
H: 2.781 -5.435 -0.792  0.107
H: 3.872 -3.931 -0.501  0.078
H: 1.366 -5.894 0.919  0.125
H: 1.312 -4.830 2.322  0.105
H: 3.555 -6.835 1.928  0.127
H: 2.121 -7.040 3.022  0.133
H: 3.920 -4.952 3.084  0.112
H: 4.613 -7.144 4.345  0.119
H: 3.349 -6.700 5.414  0.123
H: 5.028 -5.718 6.393  0.130
H: 3.969 -4.488 5.602  0.122
H: 6.000 -3.099 5.788  0.084
H: 7.529 -3.567 4.974  0.097
H: 6.918 -4.428 6.382  0.068
C: 2.777 1.439 -0.041  -0.104
O: 1.571 0.925 0.395  -0.191
C: 1.493 -0.516 0.342  -0.169
C: 0.037 -0.948 0.515  -0.214
N: -0.768 -0.489 -0.570  -0.028
C: -2.220 -0.612 -0.277  -0.161
C: -3.124 -0.099 -1.388  -0.229
O: -3.087 1.291 -1.360  -0.186
C: -3.719 1.904 -2.426  -0.130
H: 2.593 2.386 -0.552  0.072
H: 3.199 0.680 -0.815  0.103
H: 3.457 1.556 0.778  0.059
H: 2.140 -0.959 1.141  0.096
H: 1.959 -0.887 -0.636  0.120
H: -0.226 -0.611 1.502  0.092
H: 0.104 -2.061 0.508  0.130
H: -0.585 0.477 -0.671  0.080
H: -2.482 -0.047 0.631  0.103
H: -2.536 -1.669 -0.192  0.121
H: -4.114 -0.495 -1.144  0.099
H: -2.877 -0.468 -2.439  0.148
H: -3.641 3.017 -2.355  0.088
H: -4.760 1.619 -2.441  0.066
H: -3.267 1.614 -3.397  0.100
C: -5.328 -2.344 1.381  -0.093
O: -4.462 -3.434 1.167  -0.196
C: -4.909 -4.660 1.563  -0.246
C: -3.793 -5.612 1.173  -0.222
N: -3.447 -5.520 -0.198  -0.050
C: -2.342 -6.288 -0.673  -0.217
C: -1.654 -5.562 -1.810  -0.205
O: -1.076 -4.391 -1.229  -0.210
C: -0.430 -3.567 -2.118  -0.130
H: -5.394 -2.090 2.465  0.099
H: -6.371 -2.489 1.059  0.091
H: -4.901 -1.473 0.897  0.066
H: -5.807 -4.932 1.104  0.111
H: -4.955 -4.714 2.633  0.120
H: -4.250 -6.570 1.489  0.126
H: -2.926 -5.529 1.856  0.125
H: -3.127 -4.602 -0.310  0.068
H: -2.719 -7.290 -0.928  0.124
H: -1.574 -6.419 0.122  0.120
H: -2.298 -5.196 -2.624  0.117
H: -0.921 -6.262 -2.329  0.141
H: 0.611 -3.873 -2.350  0.084
H: -0.492 -2.540 -1.768  0.061
H: -1.035 -3.643 -3.027  0.087
C: 0.766 -1.965 3.873  -0.108
O: 1.202 -0.663 3.622  -0.187
C: 2.591 -0.571 3.692  -0.258
C: 3.018 0.843 3.799  -0.184
N: 4.499 0.881 3.892  -0.047
C: 5.064 2.236 3.901  -0.204
C: 6.578 2.201 3.771  -0.216
O: 7.182 1.645 2.615  -0.171
C: 6.653 2.279 1.463  -0.098
H: 1.251 -2.424 4.782  0.103
H: 1.042 -2.592 3.002  0.080
H: -0.330 -2.030 3.971  0.088
H: 3.246 -1.109 2.939  0.113
H: 2.858 -1.012 4.647  0.115
H: 2.602 1.376 4.659  0.122
H: 2.713 1.390 2.861  0.118
H: 4.884 0.327 4.676  0.129
H: 4.833 2.808 4.752  0.105
H: 4.582 2.733 3.072  0.076
H: 6.974 1.696 4.626  0.114
H: 6.913 3.236 3.835  0.118
H: 6.660 3.327 1.673  0.083
H: 5.657 1.950 1.272  0.056
H: 7.277 1.997 0.658  0.067

The calculation puts the max |F| at 4.5 eV/Å. The value obtained for the energy above the lowest of the compared OMol25 structures with the same formula, charge and spin is 56.5 kcal/mol. The molar mass comes out at 1243.8 g/mol. For the lowest unoccupied orbital energy, the calculation gives 0.66 eV. As for the SMILES: COC[C@H](C)N.COC[C@H](C)N.COCCNCCOC.COCCNCCOC.COCCNCCOC.COCCNCCOC.COCCNCCOC.COCCNCCOC.COCCNCCOC.COCCNCCOC. As for the multiplicity: 1.